1.
Formula: C3H7N3S
Source: the Open Molecules 2025 dataset
Level of theory: ωB97M-V/def2-TZVPD

Atoms and positions in Å:
1 C 0.55426 -1.18953 -1.29641
2 C -0.22166 0.39830 0.40774
3 C -1.75477 -0.05990 2.00998
4 H 0.40154 -1.08633 -2.36578
5 H 1.56210 -1.63370 -1.06292
6 H -0.16440 -1.84026 -0.85380
7 H 1.01987 1.97977 -1.35092
8 H 2.27110 1.23212 -0.53083
9 H -0.22972 1.43567 0.72017
10 H -1.79258 1.06979 2.18702
11 N 0.57693 0.11953 -0.64657
12 N 1.42862 1.10415 -1.12063
13 N -0.95635 -0.47796 0.98746
14 S -2.69494 -1.05166 2.91549

Values from the calculation:
* LUMO level: 0.046 eV
* SMILES: CN(N)/C=N/C=S
* total energy: -18528.18121 eV
* gap between HOMO and LUMO: 8.236 eV

These are the Löwdin partial charges, in e, on atoms 1 to 4: number 1, C, carries -0.026; number 2, C, carries -0.182; number 3, C, carries -0.798; number 4, H, carries 0.084

2.
Formula: C6H8N
Source: the Open Molecules 2025 dataset
Level of theory: ωB97M-V/def2-TZVPD

Atoms and positions in Å:
1 C -1.96528 0.81648 -0.07034
2 C -0.46874 1.41973 -0.02855
3 C 1.63229 0.29331 0.71260
4 C 1.57609 0.44756 -0.70867
5 C -0.49249 -1.06600 -0.01229
6 C -1.90581 -0.50848 -0.03227
7 N 0.29512 0.16549 0.05035
8 H -2.63737 1.63491 0.06257
9 H 2.15047 -0.61598 1.30421
10 H 1.58040 1.15882 1.32354
11 H 1.75796 1.33053 -1.39217
12 H 1.85361 -0.57973 -1.12862
13 H -0.49953 -1.51982 0.97313
14 H -0.31551 -1.59986 -0.92770
15 H -2.56119 -1.37696 -0.12581

Values from the calculation:
* net charge: +1
* LUMO level: -5.450 eV
* total energy: -7828.84225 eV
* gap between HOMO and LUMO: 8.931 eV

These are the Löwdin partial charges, in e, on atoms 1 to 4: number 1, C, carries -0.004; number 2, C, carries 0.250; number 3, C, carries -0.039; number 4, C, carries -0.027

3.
Formula: C9H19NO2
Source: the Open Molecules 2025 dataset
Level of theory: ωB97M-V/def2-TZVPD

Atoms and positions in Å:
1 C -1.99954 -1.97731 0.78594
2 C -3.21430 -1.12658 0.42766
3 C -2.98257 -0.18831 -0.76488
4 C -2.60623 1.24657 -0.38451
5 C -1.28960 1.40205 0.37469
6 C -0.07489 0.96912 -0.44166
7 H -0.03729 1.54800 -1.36765
8 H -0.15711 -0.08296 -0.71077
9 C 1.22837 1.18503 0.32965
10 N 1.45991 2.60211 0.49418
11 H 2.28925 2.78029 1.04830
12 H 1.57190 3.05456 -0.40660
13 C 2.40721 0.45661 -0.38429
14 C 2.21920 -1.02917 -0.30302
15 O 1.74859 -1.73138 -1.15828
16 O 2.60691 -1.51378 0.88644
17 H 2.43847 -2.46799 0.93294
18 H 2.44276 0.75950 -1.43130
19 H 3.34026 0.71956 0.11660
20 H 1.13203 0.75994 1.33610
21 H -1.15996 2.45064 0.64881
22 H -1.33079 0.82795 1.30092
23 H -2.55384 1.84010 -1.30104
24 H -3.40923 1.66395 0.22859
25 H -3.90372 -0.13162 -1.35028
26 H -2.21745 -0.61247 -1.41600
27 H -4.03783 -1.80378 0.18888
28 H -3.51996 -0.54078 1.29725
29 H -1.68148 -2.56462 -0.07313
30 H -1.16267 -1.36369 1.10650
31 H -2.24742 -2.66269 1.59462

Values from the calculation:
* LUMO level: 0.748 eV
* SMILES: CCCCCC[C@H](N)CC(=O)O
* total energy: -15227.19195 eV
* gap between HOMO and LUMO: 10.165 eV

These are the Löwdin partial charges, in e, on atoms 1 to 4: number 1, C, carries -0.110; number 2, C, carries -0.256; number 3, C, carries -0.220; number 4, C, carries -0.215

4.
Formula: C2H6N2O
Source: the Open Molecules 2025 dataset
Level of theory: ωB97M-V/def2-TZVPD

Atoms and positions in Å:
1 C 1.02109 -0.19189 0.82937
2 C -1.07524 -0.09711 -0.45554
3 H 0.56685 -1.01393 1.34553
4 H 2.13791 -0.34583 0.59816
5 H 0.80863 0.69574 1.46572
6 H 1.40493 0.66806 -1.83010
7 H -1.43065 0.26682 -1.45249
8 H -2.71859 -0.37811 0.53827
9 N 0.32580 -0.14724 -0.46423
10 N -1.72373 -0.46951 0.62541
11 O 0.68299 1.01300 -1.20010

Values from the calculation:
* LUMO level: 0.829 eV
* SMILES: [H]/N=C/N(C)O
* total energy: -7196.64928 eV
* gap between HOMO and LUMO: 10.034 eV

These are the Löwdin partial charges, in e, on atoms 1 to 4: number 1, C, carries -0.072; number 2, C, carries -0.242; number 3, H, carries 0.058; number 4, H, carries 0.109

5.
Formula: C7H8N2O
Source: the Open Molecules 2025 dataset
Level of theory: ωB97M-V/def2-TZVPD

Atoms and positions in Å:
1 C -3.99965 -0.11227 0.03249
2 C -1.95482 -1.54871 -0.14994
3 C -0.63501 -1.32920 0.04493
4 C -2.70196 -0.35895 -0.17797
5 C -0.34789 0.15998 0.03834
6 C 0.39889 0.54135 -1.30441
7 C 0.36684 0.71982 1.30120
8 N -5.14532 0.03393 0.05336
9 N -1.65158 0.81227 -0.00909
10 O -1.94935 1.98248 0.14117
11 H -2.18910 -2.60487 -0.35650
12 H 0.00130 -2.12911 -0.24221
13 H 1.17121 -0.21455 -1.53131
14 H 0.88390 1.57832 -1.16772
15 H -0.21730 0.53776 -2.06957
16 H 1.37090 0.32277 1.35119
17 H -0.24022 0.38319 2.08282
18 H 0.32029 1.76175 1.29290

Values from the calculation:
* LUMO level (spin up / spin down): -0.175 / -1.219 eV
* SMILES: CC1(C)C=CC(C#N)=[N+]1[O-]
* total energy: -12411.80949 eV
* gap between HOMO and LUMO (spin up / spin down): 8.238 / 7.325 eV

These are the Löwdin partial charges, in e, on atoms 1 to 4: number 1, C, carries -0.213; number 2, C, carries -0.046; number 3, C, carries -0.025; number 4, C, carries -0.112

6.
Formula: CH5N4P
Source: the Open Molecules 2025 dataset
Level of theory: ωB97M-V/def2-TZVPD

Atoms and positions in Å:
1 C -0.19633 0.20583 -0.01936
2 N -0.85967 0.16340 1.30924
3 N -0.23397 0.62671 2.21167
4 N 1.12038 0.75716 0.33735
5 N 0.88663 1.09160 1.76238
6 P -0.37969 -1.46262 -0.76595
7 H -0.75563 1.01886 -0.68041
8 H 1.89340 0.11038 0.36609
9 H 1.59497 1.57197 2.27160
10 H -1.33023 -0.97816 -1.53115
11 H -1.23547 -1.90043 0.37497

Values from the calculation:
* LUMO level: 0.999 eV
* SMILES: P[C@H]1N=NNN1
* total energy: -16363.08975 eV
* gap between HOMO and LUMO: 9.573 eV

These are the Löwdin partial charges, in e, on atoms 1 to 4: number 1, C, carries -0.670; number 2, N, carries -0.098; number 3, N, carries -0.049; number 4, N, carries -0.014

7.
Formula: C12H36ClN3O3
Source: the Open Molecules 2025 dataset
Level of theory: ωB97M-V/def2-TZVPD

Atoms and positions in Å:
1 Cl -0.69924 -0.57735 1.44597
2 C 3.47626 -2.32402 2.46971
3 C 3.91287 -0.94508 2.02005
4 C 4.75883 -0.92698 0.77330
5 O 4.97766 0.38187 0.31515
6 C 6.04436 1.05942 0.98629
7 N 2.68836 -0.08631 1.72287
8 H 1.86312 -0.41266 2.24414
9 H 2.86940 0.88102 1.98546
10 H 2.45585 -0.09950 0.72911
11 H 4.29442 -3.03801 2.40555
12 H 2.67816 -2.66833 1.80402
13 H 3.09299 -2.33999 3.48839
14 H 4.42394 -0.40219 2.81634
15 H 4.19764 -1.41289 -0.03905
16 H 5.66409 -1.53349 0.87529
17 H 6.15286 2.03961 0.53653
18 H 6.96035 0.47737 0.86573
19 H 5.85111 1.17833 2.05776
20 C -0.43394 -3.02951 -1.67859
21 C -1.78119 -2.36346 -1.76865
22 C -2.66051 -2.83351 -2.90338
23 O -3.82142 -2.02808 -2.84426
24 C -4.66326 -2.17902 -3.99159
25 N -2.54924 -2.51832 -0.48674
26 H -2.50628 -3.48954 -0.17182
27 H -2.24962 -1.88769 0.27518
28 H -3.53898 -2.29993 -0.65897
29 H -0.54169 -4.09591 -1.47918
30 H 0.17437 -2.56411 -0.90179
31 H 0.11153 -2.85739 -2.60554
32 H -1.68848 -1.28230 -1.89000
33 H -2.92455 -3.89518 -2.81592
34 H -2.12219 -2.63863 -3.83678
35 H -5.57600 -1.63308 -3.76017
36 H -4.95797 -3.22331 -4.10953
37 H -4.19337 -1.75103 -4.87537
38 C -1.82514 4.31045 -1.17196
39 C -1.45442 3.41726 -0.00007
40 C -2.38219 3.60939 1.17314
41 O -2.23074 2.60981 2.13950
42 C -1.11749 2.76488 2.98725
43 N -1.57177 1.97373 -0.44540
44 H -2.54844 1.67600 -0.36947
45 H -1.27972 1.81906 -1.40934
46 H -1.05308 1.31530 0.17324
47 H -1.21068 4.12714 -2.05608
48 H -1.72195 5.37233 -0.96055
49 H -2.86981 4.12091 -1.43523
50 H -0.40137 3.53881 0.25111
51 H -3.43279 3.65318 0.86696
52 H -2.23604 4.60236 1.62264
53 H -0.15820 2.54694 2.48602
54 H -1.23955 2.06532 3.80643
55 H -1.00683 3.79633 3.34232

Values from the calculation:
* net charge: +2
* LUMO level: -5.264 eV
* total energy: -36149.10875 eV
* gap between HOMO and LUMO: 9.776 eV

These are the Löwdin partial charges, in e, on atoms 1 to 4: number 1, Cl, carries -0.202; number 2, C, carries -0.019; number 3, C, carries -0.318; number 4, C, carries -0.211

Energy relative to the best compared isomer or geometry (same formula, charge and spin) (kJ/mol)
220.9; 660.5; 6.3; 302.8; 442.8; 194.2; 32.5